Below is a structure of composition C20H35BCl4GeN6PbS2Sb in a non-equilibrium geometry, with properties calculated with ωB97M-V/def2-TZVPD.

E = -170991.7495 eV
Gap between HOMO and LUMO (alpha / beta) = 7.420 / 6.091 eV
Multiplicity = 2
HOMO level (alpha / beta) = -7.29 / -7.33 eV

```
71
Properties=species:S:1:pos:R:3:forces:R:3:mulliken_charge:R:1
Pb 0.220944 -0.138148 1.064000 0.13 0.61 -0.39 1.563
N -0.116156 1.936952 2.695400 -0.04 0.24 0.50 -0.179
C -1.513356 2.033752 3.097500 -0.30 0.24 -0.33 -0.789
C -2.411056 2.006952 1.860700 -0.01 0.10 0.40 -0.586
N -2.266556 0.726152 1.174700 -0.22 -0.05 0.01 -0.231
H 0.489344 1.784352 3.503600 -0.02 0.10 -0.17 0.083
H 0.184144 2.809452 2.271200 0.10 -0.02 0.03 0.162
H -1.726756 2.943252 3.674100 -0.04 -0.15 0.02 0.448
H -1.746756 1.167952 3.715700 -0.03 -0.05 0.17 0.360
H -2.103256 2.799052 1.173200 -0.08 0.03 0.00 0.255
H -3.449656 2.186652 2.166900 0.11 0.14 -0.07 0.406
H -2.732856 0.739952 0.275300 -0.02 -0.10 0.03 0.094
H -2.666756 -0.015748 1.741500 -0.15 -0.08 -0.17 0.206
C -3.203956 -0.947248 -1.860900 -0.06 0.27 -0.34 -0.865
N -2.984756 -1.976848 -0.887500 0.27 -0.33 0.50 0.470
C -3.943156 -2.747948 -0.284800 -0.29 -0.41 0.31 -0.528
C -3.290356 -3.689648 0.439500 -0.68 0.10 -0.04 -0.736
N -1.945356 -3.513848 0.282500 -0.06 0.16 -0.23 0.127
B -0.896256 -4.590048 0.664000 -0.04 0.20 -0.05 0.541
N 0.240644 -4.058148 1.589800 0.18 0.28 0.25 0.484
C 1.394044 -4.771848 1.727900 0.55 -0.18 0.17 -0.780
C 2.104044 -4.261048 2.765500 0.13 -0.47 -0.30 -0.385
N 1.378144 -3.223348 3.270200 -0.26 -0.36 -0.48 0.308
C 1.711044 -2.438548 4.427000 -0.01 0.54 0.45 -0.749
C 0.259344 -3.111448 2.523800 -0.36 0.58 0.27 -0.400
S -0.886756 -1.851348 2.778300 -0.46 0.03 0.45 -0.505
C -1.774356 -2.462648 -0.520200 0.56 0.45 -0.51 -0.665
S -0.308756 -1.766548 -1.057700 0.20 -0.62 -0.58 -0.267
H -4.129856 -0.416948 -1.640300 0.02 -0.01 0.04 0.354
H -3.274956 -1.380448 -2.860900 0.02 0.07 0.01 0.315
H -2.352856 -0.267248 -1.842400 -0.08 0.04 -0.03 0.194
H -4.986356 -2.562748 -0.432700 -0.22 -0.01 0.02 0.484
H -3.684256 -4.473248 1.053600 -0.03 -0.13 0.08 0.499
H -1.470056 -5.439648 1.272800 -0.23 -0.26 0.09 -0.202
H -0.391456 -4.973848 -0.345300 0.21 -0.20 -0.17 -0.155
H 1.615044 -5.588848 1.074700 0.07 -0.18 -0.12 0.536
H 3.052244 -4.544548 3.172600 0.16 -0.04 0.07 0.451
H 2.599244 -2.860848 4.888000 0.02 -0.02 -0.02 0.286
H 0.885144 -2.455948 5.138000 0.03 -0.06 -0.02 0.315
H 1.911144 -1.402248 4.150000 0.00 -0.14 0.04 0.290
Cl 2.816144 -0.651148 1.869400 0.91 -0.02 0.52 -0.598
Ge 3.466144 1.755452 2.208000 -0.40 -0.22 0.02 0.553
Cl 5.557644 1.295852 2.676900 0.26 -0.06 0.02 -0.390
Cl 2.663344 1.793352 4.357500 0.13 -0.04 0.02 -0.515
C 2.401144 -0.014348 -3.471800 0.05 0.04 0.35 -1.339
Sb 2.793244 0.259152 -1.358800 0.61 0.01 -0.70 0.210
C 4.094744 1.976552 -1.590200 -0.29 -0.28 0.10 -1.277
C 4.437744 -1.144748 -1.298600 -0.32 0.17 0.00 -1.320
H 3.316944 -0.225748 -4.011700 0.17 -0.01 -0.07 0.462
H 1.942644 0.879852 -3.878500 -0.11 0.18 -0.09 0.389
H 1.715844 -0.847248 -3.583900 -0.13 -0.14 -0.06 0.375
H 4.802844 1.804052 -2.391700 0.12 -0.08 -0.16 0.373
H 4.634144 2.127552 -0.660400 0.10 0.06 0.10 0.341
H 3.507744 2.861452 -1.810000 -0.09 0.16 -0.01 0.343
H 5.104944 -0.953348 -2.135500 0.01 0.05 -0.07 0.430
H 4.049944 -2.156748 -1.369900 -0.03 -0.11 0.03 0.386
H 4.980544 -1.036048 -0.365100 0.02 0.02 0.12 0.339
Cl -3.242456 6.050352 -5.002000 -0.11 0.14 -0.12 -0.209
C -2.372456 4.957052 -3.996900 0.13 -0.22 0.12 0.386
C -1.951056 5.366652 -2.733000 -0.11 0.11 -0.14 -0.733
C -1.251156 4.500452 -1.935900 0.14 -0.35 -0.03 -0.371
C -0.947756 3.175552 -2.367100 -0.42 0.53 -0.43 0.850
C -0.240656 2.296252 -1.575900 0.12 -0.29 0.23 -0.943
C -1.401456 2.796352 -3.664100 0.16 0.01 0.31 -0.315
C -2.091556 3.670552 -4.459700 -0.14 0.20 -0.10 -0.755
H -2.176156 6.367252 -2.397800 -0.01 0.09 0.02 0.408
H -0.906156 4.821652 -0.963500 0.02 0.04 0.09 0.394
H -0.035356 1.294552 -1.910400 0.05 -0.23 -0.05 0.069
H 0.131544 2.592552 -0.611100 0.12 0.07 0.23 0.432
H -1.171056 1.803052 -4.020900 0.01 -0.11 -0.05 0.410
H -2.417856 3.380352 -5.446700 -0.04 -0.02 -0.07 0.407
```
Positions in Å, forces in eV/Å.